12
Properties=species:S:1:pos:R:3:forces:R:3 method="wB97M-V/def2-TZVPD" total_energy_ha=-624.6289 homo_energy_ha="-0.71933 / -0.71885" homo_lumo_gap_ev="7.56 / 7.55" e_lumo_ev="-12.01 / -12.01" total_charge=+2 spin_multiplicity=1
C 2.060 1.244 -0.334 0.5 -0.1 -0.3
C 0.209 -0.308 0.063 -0.2 -4.6 1.7
C -2.312 0.884 -0.414 2.0 -0.6 -0.9
N 1.199 0.480 -0.213 1.1 2.6 -0.6
N 1.206 -2.388 0.768 -3.1 1.5 -1.1
S -1.360 -0.603 0.204 0.8 0.6 -1.1
H 2.950 1.928 -0.493 -1.1 -0.8 0.2
H -2.882 0.610 -1.311 -0.7 -0.5 0.8
H -1.562 1.546 -0.879 -0.3 0.3 0.9
H -2.732 1.143 0.543 -0.9 0.8 -0.2
H 2.108 -2.408 0.311 0.8 0.5 0.3
H 1.117 -2.128 1.753 0.9 0.1 0.1